(w)
This record from the OMol25 dataset describes a cluster of 2 separate species, C2H6N2O2 in total. The level of theory is ωB97M-V/def2-TZVPD.

Values from the calculation:
HOMO-LUMO gap (eV): 9.7
SMILES string: [H]/N=C1\O[C@@H]1O.N
Highest occupied orbital energy (eV): -9.32
Total charge: 0

Positions of all 12 atoms, in Å:
1 H 1.6458 1.0139 1.8162
2 N 0.8553 0.6228 1.3092
3 C 0.8936 0.7290 0.0615
4 O 1.6020 0.8665 -1.0189
5 C 0.1253 0.0816 -1.0331
6 O -0.8199 0.7994 -1.7008
7 H 0.3832 -0.9039 -1.4218
8 H -0.6740 0.7755 -2.6538
9 N -1.2527 -1.1869 1.1886
10 H -0.3829 -1.6227 1.4775
11 H -1.3658 -0.4004 1.8179
12 H -1.0098 -0.7746 0.1575

=====

(x)
This record from the OMol25 dataset describes an isolated molecule of C2H6N2O2. The level of theory is ωB97M-V/def2-TZVPD.

Values from the calculation:
HOMO-LUMO gap (eV): 8.9
SMILES string: COO/C=N/N
Highest occupied orbital energy (eV): -8.42
Total charge: 0

Positions of all 12 atoms, in Å:
1 C -2.3152 -0.0243 -1.3824
2 O -1.1733 0.6660 -1.0084
3 O -0.5142 -0.2555 0.0786
4 C 0.6317 0.1743 0.5817
5 N 1.5570 -0.6711 0.8277
6 N 2.6367 -0.2903 1.5309
7 H -2.5767 -0.6768 -0.5256
8 H -3.1115 0.7017 -1.5455
9 H -2.1353 -0.6839 -2.2435
10 H 0.7205 1.2579 0.7508
11 H 3.4219 -0.9089 1.3788
12 H 2.8585 0.7107 1.5569

=====

Ordering by calculated energy gives the sequence (w), (x), with the first entry being the most stable.

=====

(w)
This record from the OMol25 dataset describes a structure of composition C2H6N2O2. The level of theory is ωB97M-V/def2-TZVPD.

Values from the calculation:
HOMO-LUMO gap (eV): 10.3
Highest occupied orbital energy (eV): -9.20
Total charge: 0

Positions of all 12 atoms, in Å:
1 N -2.2224 0.0831 0.0389
2 C -0.9900 0.1712 -0.5194
3 O -0.2058 1.1460 -0.1258
4 H -2.8097 -0.6988 -0.2076
5 H -2.3081 0.4217 0.9861
6 H -0.9679 -0.1961 -1.5507
7 N 2.2250 -0.0876 -0.0307
8 C 0.9830 -0.1601 0.5082
9 O 0.2002 -1.1359 0.1139
10 H 2.3293 -0.4500 -0.9671
11 H 2.8181 0.6889 0.2188
12 H 0.9483 0.2176 1.5354

=====

(x)
This record from the OMol25 dataset describes a cluster of 2 separate species, C2H6N2O2 in total. The level of theory is ωB97M-V/def2-TZVPD.

Values from the calculation:
HOMO-LUMO gap (eV): 10.3
SMILES string: [H]/N=C/N.O=CO
Highest occupied orbital energy (eV): -9.88
Total charge: 0

Positions of all 12 atoms, in Å:
1 H -0.4058 1.9933 -1.5471
2 N -0.2986 0.9272 -1.1140
3 C 1.0334 1.1859 -0.6884
4 N 1.6031 0.1986 0.0517
5 H 1.5110 2.0198 -1.2168
6 H 2.5701 0.4072 0.2313
7 H 0.9371 -0.4063 0.3646
8 O -1.7661 -1.8236 2.2113
9 C -1.6966 -1.7205 0.9613
10 O -0.5424 -1.2384 0.3852
11 H -2.5261 -1.3894 0.3375
12 H -0.4191 -0.1538 0.0234

=====

(y)
This record from the OMol25 dataset describes a cluster of 2 separate species, C2H6N2O2 in total. The level of theory is ωB97M-V/def2-TZVPD.

Values from the calculation:
HOMO-LUMO gap (eV): 10.6
SMILES string: NC=O.NC=O
Highest occupied orbital energy (eV): -9.82
Total charge: 0

Positions of all 12 atoms, in Å:
1 N 1.9716 -2.2808 3.0870
2 C 1.7716 -1.5671 1.8755
3 O 1.6363 -0.3069 1.8445
4 H 1.7153 -3.1049 3.4953
5 H 2.0887 -1.6118 3.8731
6 H 1.4111 -2.1777 1.0641
7 N -2.1219 1.3293 -2.1781
8 C -1.5669 2.3876 -2.8216
9 O -0.4891 2.9534 -2.6155
10 H -2.8386 0.7487 -2.5346
11 H -1.4894 0.8773 -1.4324
12 H -2.0888 2.7531 -3.6572

=====

Ordering by calculated energy gives the sequence (y), (w), (x), with the first entry being the most stable.

=====

(w)
This record from the OMol25 dataset describes an isolated molecule of C2H6N2O2. The level of theory is ωB97M-V/def2-TZVPD.

Values from the calculation:
HOMO-LUMO gap (eV): 9.7
SMILES string: CO/C(O)=N/N
Highest occupied orbital energy (eV): -8.79
Total charge: 0

Positions of all 12 atoms, in Å:
1 C 0.2750 1.9583 -0.0293
2 O 0.8144 0.8133 1.1572
3 C 0.3276 -0.3172 0.7592
4 O 0.6777 -1.4187 1.4331
5 N -0.3157 -0.3710 -0.3797
6 N -0.6859 -1.6554 -0.7755
7 H -0.7621 2.1354 0.2392
8 H 0.9302 2.7352 0.3524
9 H 0.4727 1.7998 -1.0840
10 H 0.2581 -2.1451 0.9302
11 H -1.6981 -1.6867 -0.9047
12 H -0.2938 -1.8478 -1.6981

=====

(x)
This record from the OMol25 dataset describes an isolated molecule of C2H6N2O2. The level of theory is ωB97M-V/def2-TZVPD.

Values from the calculation:
HOMO-LUMO gap (alpha / beta) (eV): 9.0 / 9.0
Highest occupied orbital energy (alpha / beta) (eV): -8.95 / -8.95
Total charge: 0

Positions of all 12 atoms, in Å:
1 C -0.2638 -1.4570 -1.0208
2 C 0.2868 1.3966 0.9920
3 N 0.3181 -0.3810 -0.3079
4 N -0.4253 0.5686 0.1230
5 O 1.7432 -0.3810 0.0754
6 O -1.6420 0.6136 -0.1660
7 H -0.1244 -1.7142 -2.0955
8 H 0.1226 -2.2159 -0.3480
9 H -1.4046 -1.3000 -0.8673
10 H -0.4296 2.0232 1.5351
11 H 0.8943 0.7949 1.6840
12 H 0.9247 2.0522 0.3960

=====

(y)
This record from the OMol25 dataset describes a cluster of 2 separate species, C2H6N2O2 in total. The level of theory is ωB97M-V/def2-TZVPD.

Values from the calculation:
HOMO-LUMO gap (eV): 10.3
SMILES string: NC=O.NC=O
Highest occupied orbital energy (eV): -9.49
Total charge: 0

Positions of all 12 atoms, in Å:
1 N 2.8917 -0.6844 -0.4214
2 C 1.6161 -0.1424 -0.3044
3 O 0.7729 -0.7033 0.4478
4 H 3.4977 -0.1469 -1.0967
5 H 3.0439 -1.6063 0.0192
6 H 1.3860 0.7894 -0.6476
7 N -2.0042 -0.1820 0.5522
8 C -2.3501 1.0225 0.1761
9 O -1.8325 1.6895 -0.6678
10 H -2.5779 -0.8223 1.1806
11 H -1.2620 -0.6457 -0.0640
12 H -3.1815 1.4320 0.8260

=====

Ordering by calculated energy gives the sequence (y), (w), (x), with the first entry being the most stable.

=====

(w)
This record from the OMol25 dataset describes a cluster of 2 separate species, C7H14N2 in total. The level of theory is ωB97M-V/def2-TZVPD.

Values from the calculation:
HOMO-LUMO gap (eV): 9.6
SMILES string: Cc1c[nH]cn1.CCC
Highest occupied orbital energy (eV): -8.68
Total charge: 0

Positions of all 23 atoms, in Å:
1 C -0.3941 -2.2654 1.9795
2 C 0.9101 -1.4634 1.9391
3 C 1.4471 -0.4640 2.7460
4 N 2.5089 0.0884 1.9880
5 C 2.8076 -0.7624 0.9968
6 N 1.8588 -1.6978 0.8497
7 H -0.5674 -2.3390 3.0923
8 H 0.0684 -3.2054 1.6708
9 H -1.2136 -2.0559 1.2077
10 H 1.0490 0.0289 3.5514
11 H 2.9017 0.9608 2.1194
12 H 3.4952 -0.6776 0.2207
13 C -1.3918 0.2627 -2.8544
14 C -0.8481 0.9531 -1.6411
15 C -1.6206 2.2488 -1.4563
16 H -2.4238 0.6723 -2.9974
17 H -1.3032 -0.7810 -2.9857
18 H -0.8413 0.7502 -3.6586
19 H -0.9532 0.5397 -0.6240
20 H 0.2377 1.2012 -1.7981
21 H -2.0473 2.4141 -0.4747
22 H -1.1293 3.1660 -1.9067
23 H -2.5508 2.4257 -1.9643

=====

(x)
This record from the OMol25 dataset describes a cluster of 2 separate species, C7H14N2 in total. The level of theory is ωB97M-V/def2-TZVPD.

Values from the calculation:
HOMO-LUMO gap (eV): 9.4
SMILES string: CCc1c[nH]cn1.CC
Highest occupied orbital energy (eV): -8.68
Total charge: 0

Positions of all 23 atoms, in Å:
1 C 0.6244 2.0984 2.0393
2 C 1.1717 2.8599 0.7918
3 C 0.7147 2.1630 -0.4418
4 C 1.3239 1.2167 -1.2030
5 N 0.4397 0.9691 -2.2490
6 C -0.6497 1.7419 -2.0297
7 N -0.5326 2.4672 -0.9544
8 H 1.0921 1.1201 1.9765
9 H -0.4599 2.0484 1.9973
10 H 0.8856 2.6815 2.9217
11 H 0.8104 3.8814 0.8657
12 H 2.2575 2.8863 0.8473
13 H 2.3649 0.9489 -1.2805
14 H 0.4402 0.1464 -2.8283
15 H -1.4319 1.8716 -2.7525
16 C -0.4749 -3.7641 -0.0014
17 C -1.8379 -3.4517 0.5792
18 H 0.1428 -4.4682 0.5631
19 H -0.5474 -4.2592 -0.9765
20 H 0.2657 -3.0076 -0.2028
21 H -2.6286 -3.4759 -0.1391
22 H -1.9407 -2.4972 1.1028
23 H -2.0301 -4.1770 1.3743

=====

Ordering by calculated energy gives the sequence (x), (w), with the first entry being the most stable.